(1)
C7H60NO27 | wB97M-V/def2-TZVPD

Summary:
HOMO ... -1.72 eV
Net charge ... -1
Gap between HOMO and LUMO ... 3.31 eV
Energy ... -2388.84740 hartree
Molecular weight ... 590.54 g/mol
LUMO energy ... 1.6 eV

Structure (XYZ):
```
95
C7H60NO27 | OMol25 | wB97M-V/def2-TZVPD
C -1.9818 -0.0906 0.0793
C -1.4341 0.4013 -1.2277
O -1.1300 -0.3703 -2.1418
O -1.3712 1.7244 -1.4353
C -0.9457 2.5456 -0.3075
C 0.5698 2.5274 -0.0678
N 0.9880 1.7264 1.0490
O 1.6782 0.5322 0.4695
C 1.5482 -0.5419 1.3412
C 2.8376 -0.8339 2.1282
C 2.6400 -0.4957 3.5901
O 3.1480 -2.2502 2.0594
H -1.2045 -0.1890 0.8287
H -2.5073 -1.0253 -0.0534
H -2.7088 0.6374 0.4246
H -1.4423 2.2820 0.6192
H -1.2562 3.5555 -0.5517
H 0.8240 3.5728 0.1763
H 1.1038 2.2547 -0.9790
H 0.7547 -0.2988 2.0487
H 1.2287 -1.4357 0.7726
H 3.6583 -0.2510 1.7194
H 3.5662 -0.6525 4.1401
H 2.3130 0.5350 3.6770
H 1.8709 -1.1452 3.9874
H 2.8584 -2.5520 1.1979
O 0.9751 -3.0247 5.4266
H 0.8570 -3.9729 5.2815
H 1.4188 -2.9754 6.2822
O 2.1158 2.5466 -2.8475
H 3.0386 2.2953 -2.9599
H 1.7068 2.2960 -3.6870
O -1.6926 -3.2207 4.2126
H -2.0247 -4.1068 4.3749
H -0.7934 -3.2228 4.5797
O -3.6524 -0.4945 -3.7603
H -4.1742 -1.2134 -3.3915
H -2.7686 -0.6455 -3.3910
O 0.4002 5.1472 -3.8799
H 0.7652 4.9081 -4.7359
H 0.6146 4.3944 -3.3156
O 1.5247 0.7878 -5.5934
H 1.7538 -0.0770 -5.9522
H 0.6031 0.6996 -5.3250
O 2.9088 -3.7243 7.8276
H 2.5656 -4.6061 8.0022
H 3.8123 -3.7486 8.1549
O 0.8446 -5.0700 3.3265
H 0.6434 -5.7461 2.6741
H 1.2767 -4.3575 2.8304
O 2.8414 5.4171 -1.6412
H 2.6170 4.5629 -2.0385
H 3.3262 5.8791 -2.3289
O -5.8717 1.3040 -5.4476
H -5.2772 1.1800 -4.6963
H -5.2887 1.5819 -6.1575
O -0.5653 3.0597 3.6422
H -1.4753 3.1367 3.3453
H -0.0692 2.8656 2.8267
O 6.3408 -1.8722 2.2046
H 5.4169 -2.1493 2.1553
H 6.5152 -1.4715 1.3471
O 3.5088 -5.0776 4.7167
H 2.7001 -5.2295 4.2062
H 3.2903 -4.3520 5.3104
O -1.1609 1.4999 -6.8363
H -2.0935 1.2679 -6.8061
H -0.9494 1.5572 -7.7716
O 6.8959 0.6366 1.0874
H 7.4542 0.5200 1.8626
H 7.3950 1.2066 0.4958
O -4.6816 1.8965 0.0077
H -5.6252 1.7146 -0.0211
H -4.4202 1.9830 -0.9159
O -4.4460 -2.4249 -0.1689
H -4.2720 -3.3514 -0.3503
H -5.4063 -2.3808 -0.1463
O -6.4739 -3.4638 -1.8861
H -6.7161 -4.2749 -2.3409
H -5.9234 -2.9921 -2.5198
O -3.2721 4.8337 0.0118
H -4.1764 4.5208 -0.0887
H -2.9738 5.0130 -0.8850
O -3.9147 -3.4936 -3.4471
H -3.3361 -3.5476 -2.6786
H -3.3317 -3.2080 -4.1587
O -4.3042 -1.6743 5.0678
H -3.3642 -1.7856 4.8680
H -4.7195 -1.6494 4.2023
O 3.2696 5.8440 1.5110
H 2.9695 5.6988 0.6042
H 3.4462 6.7867 1.5507
O 2.5896 -0.9254 -7.7386
H 2.3621 -1.7667 -8.1441
H 3.0859 -0.4548 -8.4133
```

=====

(2)
C34H39FMnN5O2S | wB97M-V/def2-TZVPD

Summary:
Multiplicity ... 5
HOMO (spin up / spin down) ... -7.82 / -8.14 eV
Net charge ... 0
Gap between HOMO and LUMO (spin up / spin down) ... 8.08 / 8.23 eV
Energy ... -3392.25532 hartree
Molecular weight ... 655.72 g/mol
LUMO energy (spin up / spin down) ... 0.3 / 0.1 eV

Structure (XYZ):
```
83
C34H39FMnN5O2S | OMol25 | wB97M-V/def2-TZVPD
Mn -0.2456 -0.9099 1.8303
O 0.0728 -0.8340 3.7871
N 1.2042 -0.3993 4.1974
N 1.9683 0.0203 3.2593
O 1.6057 -0.0226 1.9923
C 3.2800 0.5152 3.5818
C 3.6496 0.6883 4.9086
C 4.9230 1.1584 5.1781
C 5.8047 1.4491 4.1424
C 5.4103 1.2724 2.8258
C 4.1383 0.8020 2.5320
H 2.9562 0.4624 5.7028
H 5.2262 1.3004 6.2062
H 6.7978 1.8140 4.3664
H 6.0919 1.4999 2.0173
H 3.8061 0.6589 1.5153
F -3.6601 -5.9821 2.1193
C -2.8972 -4.8638 2.0708
C -1.5331 -4.9991 1.9101
C -0.7591 -3.8481 1.8497
C -1.3383 -2.5828 1.9554
C -2.7194 -2.4945 2.1230
C -3.5126 -3.6353 2.1835
H -1.0960 -5.9850 1.8305
H 0.3100 -3.9575 1.7171
H -3.1939 -1.5252 2.2205
H -4.5842 -3.5811 2.3167
N -0.2423 -1.0770 -0.0414
C 0.3381 -1.7235 -0.9571
C 0.0445 -1.3902 -2.3927
C -1.2605 -1.0577 -2.7539
C -1.5548 -0.6775 -4.0530
C -0.5426 -0.6180 -5.0034
C 0.7547 -0.9630 -4.6541
C 1.0452 -1.3633 -3.3570
C 1.2854 -2.8601 -0.7207
C 1.0814 -4.0756 -1.3653
C 1.8738 -5.1709 -1.0608
C 2.8950 -5.0516 -0.1277
C 3.1204 -3.8337 0.4974
C 2.3155 -2.7429 0.2073
H -2.0267 -1.1103 -1.9905
H -2.5730 -0.4362 -4.3303
H -0.7684 -0.3189 -6.0186
H 1.5425 -0.9272 -5.3954
H 2.0564 -1.6426 -3.0873
H 0.2849 -4.1679 -2.0923
H 1.6936 -6.1186 -1.5497
H 3.5149 -5.9065 0.1092
H 3.9215 -3.7353 1.2195
H 2.4683 -1.7975 0.7084
C -3.6956 3.3235 -2.7415
C -4.8875 2.7451 -1.9874
C -4.5626 2.2220 -0.5917
C -3.5242 1.1049 -0.5580
N -2.1534 1.5880 -0.6316
C -1.2969 1.6292 0.3915
S -1.7255 1.2539 2.0062
N -0.0326 1.9790 0.1442
C 0.5583 2.1554 -1.1707
C 0.2664 3.5022 -1.8341
C 0.9978 4.7021 -1.2305
C 0.5587 5.0847 0.1786
H -4.0162 3.8472 -3.6416
H -2.9986 2.5469 -3.0651
H -3.1439 4.0342 -2.1228
H -5.3282 1.9345 -2.5751
H -5.6609 3.5119 -1.9018
H -5.4797 1.8399 -0.1368
H -4.2139 3.0357 0.0502
H -3.6778 0.4132 -1.3919
H -3.6068 0.5354 0.3600
H -1.7802 1.7606 -1.5534
H 0.5727 1.8921 0.9432
H 0.2422 1.3250 -1.8135
H 1.6358 2.0411 -1.0411
H -0.8108 3.7003 -1.8264
H 0.5520 3.4030 -2.8851
H 0.8408 5.5584 -1.8912
H 2.0741 4.5064 -1.2439
H -0.5269 5.1787 0.2381
H 0.9924 6.0409 0.4708
H 0.8573 4.3495 0.9221
```

=====

(3)
C4H31NO12 | wB97M-V/def2-TZVPD

Summary:
HOMO ... -9.40 eV
Net charge ... 0
ΔE to the lowest compared entry with this formula, charge and spin ... 6.060 eV
Gap between HOMO and LUMO ... 9.12 eV
Energy ... -1128.45417 hartree
Molecular weight ... 285.29 g/mol
LUMO energy ... -0.3 eV

Structure (XYZ):
```
48
C4H31NO12 | OMol25 | wB97M-V/def2-TZVPD
C -0.1592 0.6183 -3.6654
C -1.2356 1.0951 -2.7742
C -1.6861 2.3256 -2.6262
C -2.4113 -0.7180 -1.8534
N -1.5432 0.1454 -1.7168
H -0.5403 -0.1665 -4.2949
H 0.6773 0.5085 -2.8862
H 0.2763 1.4108 -4.3206
H -2.3659 2.6898 -1.8056
H -1.4355 3.2271 -3.2104
H -2.6243 -1.2982 -0.9730
H -2.9047 -0.9779 -2.8005
H -3.0963 -2.9908 2.0030
H -1.5271 -3.1486 1.6788
O -2.2183 -3.1519 2.4209
H 0.2684 -3.2396 1.8721
H 0.5984 -4.2064 0.7861
O -0.1407 -3.6932 1.0515
H 1.1479 0.1768 -0.4012
H 0.0158 -0.8145 -0.3127
O 0.8094 -0.5364 0.1801
H 1.2533 2.5820 1.3752
H 1.7176 4.0119 0.9009
O 1.7014 3.1070 0.7264
H 1.8775 -2.4832 0.6151
H 3.0831 -2.9626 1.1700
O 2.1894 -3.3166 0.9352
H 1.3680 -2.5213 -3.3723
H 0.1277 -2.8921 -2.5675
O 0.5486 -2.0935 -2.7800
H -0.7235 2.8474 3.5523
H -1.4768 2.8952 2.1319
O -1.5975 3.0215 3.2235
H -1.0606 0.9953 0.5239
H -1.0628 2.6025 0.1473
O -0.8240 1.9468 0.8988
H 0.8458 3.2504 -0.4329
H 0.4024 2.4888 -1.5341
O 0.0670 3.2459 -1.1344
H -1.4972 -1.9113 3.5565
H -0.5252 -0.7496 3.7456
O -0.6926 -1.6040 4.0356
H 1.4433 0.3671 1.7929
H 0.5032 0.8081 2.7959
O 1.3970 0.9041 2.5431
H 3.3022 -0.4854 1.0461
H 3.6844 -0.5900 -0.5147
O 4.0432 -0.7200 0.2686
```

=====

(4)
C54H135N9O12 | wB97M-V/def2-TZVPD

Summary:
HOMO ... -7.77 eV
Net charge ... 0
ΔE to the lowest compared entry with this formula, charge and spin ... 3.884 eV
Gap between HOMO and LUMO ... 8.22 eV
Energy ... -3533.57925 hartree
Molecular weight ... 1102.72 g/mol
LUMO energy ... 0.5 eV
Structure (SMILES) ... CC1(C)CCCC(C)(C)N1O.CC1(C)CCCC(C)(C)N1O.CC1(C)CCCC(C)(C)N1O.COC[C@H](C)N.COC[C@H](C)N.COC[C@H](C)N.COC[C@H](C)N.COC[C@H](C)N.COC[C@H](C)N.CO.CO.CO

Structure (XYZ):
```
210
C54H135N9O12 | OMol25 | wB97M-V/def2-TZVPD
C 2.9838 -5.0054 3.6856
C 3.3462 -3.6552 2.8965
C 2.9128 -3.8132 1.4418
C 2.5735 -2.4954 3.5523
C 3.3046 -1.5755 4.6271
C 4.8071 -1.3236 4.1581
C 5.5885 -2.6401 3.9164
C 7.0130 -2.2085 3.2687
C 5.7202 -3.3430 5.2399
N 4.7838 -3.4396 2.9537
O 5.5803 -4.3880 2.4045
H 3.4634 -5.9067 3.3039
H 3.2900 -4.9716 4.7312
H 1.9145 -5.1652 3.8236
H 3.2102 -2.8797 0.9642
H 3.4403 -4.5993 0.9016
H 1.8467 -3.9791 1.2868
H 2.0018 -1.8689 2.8676
H 1.8041 -3.0151 4.1234
H 2.7314 -0.6558 4.7442
H 3.1956 -2.1535 5.5448
H 5.1993 -0.5986 4.8713
H 4.9471 -0.8106 3.2066
H 7.6193 -3.0487 2.9304
H 7.5611 -1.6657 4.0388
H 6.9891 -1.4927 2.4470
H 6.2171 -2.6960 5.9628
H 6.2816 -4.2673 5.1029
H 4.8867 -3.8077 5.7666
H 5.8780 -4.1261 1.5302
C -2.5911 -6.0825 2.2980
C -1.9127 -5.4634 3.5409
C -0.4911 -6.0969 3.6694
C -1.7581 -3.9248 3.2056
C -1.3298 -2.9481 4.2893
C -2.3393 -3.1462 5.4358
C -2.4431 -4.6717 5.9094
C -1.1912 -4.9248 6.7861
C -3.6595 -4.7823 6.7490
N -2.7241 -5.5250 4.7179
O -2.8365 -6.8574 5.1174
H -2.5659 -7.1698 2.3705
H -3.6428 -5.8042 2.3661
H -2.0487 -5.7333 1.4194
H 0.2041 -5.8339 2.8721
H 0.0239 -5.9210 4.6138
H -0.4627 -7.1840 3.7437
H -1.0037 -3.8755 2.4204
H -2.6461 -3.5548 2.6932
H -0.2839 -3.0572 4.5764
H -1.3179 -1.9216 3.9231
H -3.3348 -2.8046 5.1523
H -2.0230 -2.5264 6.2748
H -0.1875 -4.7342 6.4060
H -1.1369 -5.8638 7.3369
H -1.3181 -4.2863 7.6604
H -4.0388 -5.7986 6.8556
H -4.4415 -4.1282 6.3633
H -3.4921 -4.4337 7.7680
H -1.9458 -7.0916 5.3882
C 0.2579 3.4054 -1.2189
C 0.0346 1.9484 -1.6426
C -0.7883 2.0021 -2.9100
C 1.4669 1.5395 -1.9862
C 1.6633 -0.0195 -2.2248
C 1.2646 -0.7609 -0.9443
C -0.1615 -0.3274 -0.3869
C -1.1845 -1.0937 -1.2754
C -0.2117 -0.8390 1.0112
N -0.4301 1.1466 -0.4518
O -1.5357 1.6486 -0.0061
H 0.8389 3.6010 -0.3176
H 0.9004 3.8869 -1.9561
H -0.6424 4.0187 -1.1799
H -0.8507 0.9358 -3.1273
H -1.8035 2.3570 -2.7325
H -0.1952 2.6756 -3.5286
H 1.7409 2.0451 -2.9121
H 2.0168 1.9235 -1.1270
H 1.2271 -0.2551 -3.1955
H 2.7405 -0.1656 -2.3048
H 1.9808 -0.5730 -0.1445
H 1.3194 -1.8363 -1.1132
H -0.8394 -1.3994 -2.2631
H -2.0300 -0.4387 -1.4857
H -1.7435 -1.9478 -0.8931
H -1.1794 -0.6447 1.4737
H 0.4552 -0.2719 1.6606
H -0.0702 -1.9191 1.0487
H -1.3102 2.3724 0.5829
C -3.9812 2.5709 -10.0217
O -2.6585 2.0821 -9.5150
C -2.7488 1.5648 -8.1632
C -1.3923 1.2819 -7.4565
C -1.5563 0.8589 -5.9690
N -0.4153 2.4162 -7.3984
H -4.1683 3.6393 -9.9136
H -4.7283 1.9395 -9.5408
H -4.0009 2.3411 -11.0870
H -3.0507 2.3829 -7.5093
H -3.3800 0.6877 -8.0209
H -0.8993 0.4680 -7.9881
H -2.3233 0.1024 -5.8030
H -1.6326 1.6833 -5.2601
H -0.6012 0.4330 -5.6618
H -0.6539 3.0088 -8.1807
H 0.5787 2.2540 -7.4752
C 1.1477 -5.8390 -0.9064
O 1.3568 -6.2433 0.4334
C 1.8040 -7.5246 0.6634
C 0.6781 -8.4712 1.0407
C 1.0665 -9.6300 1.9979
N -0.0294 -9.0943 -0.1217
H 1.1266 -4.7542 -1.0107
H 0.1326 -6.1437 -1.1611
H 1.8941 -6.1743 -1.6264
H 2.3339 -7.9908 -0.1672
H 2.5368 -7.6159 1.4652
H 0.0396 -7.8114 1.6282
H 2.0897 -9.9755 1.8501
H 0.3417 -10.4343 2.1236
H 1.1888 -9.2010 2.9925
H 0.7387 -9.5601 -0.5835
H -0.7624 -9.7034 0.2126
C 1.6301 -3.5975 -3.9283
O 0.4169 -4.1369 -3.3514
C -0.7199 -4.0565 -4.1783
C -1.7647 -4.8818 -3.4267
C -2.9278 -5.2961 -4.3713
N -2.3443 -4.1304 -2.3421
H 2.2146 -4.3418 -4.4691
H 2.2046 -3.4989 -3.0073
H 1.5261 -2.6472 -4.4521
H -0.9830 -2.9991 -4.2055
H -0.6370 -4.5076 -5.1671
H -1.3275 -5.8340 -3.1264
H -3.3434 -4.4525 -4.9223
H -3.8621 -5.6039 -3.9016
H -2.8782 -6.1970 -4.9829
H -1.5533 -3.8912 -1.7614
H -2.9109 -4.7148 -1.7441
C 0.4861 8.4656 0.3100
O -0.1767 7.4774 -0.4188
C -1.4631 7.8004 -0.9149
C -2.4011 6.6305 -1.0009
C -3.8772 7.0738 -1.1569
N -2.4144 5.9049 0.1674
H 1.5609 8.3227 0.1993
H 0.2533 8.6180 1.3639
H 0.1944 9.4747 0.0186
H -1.8278 8.5582 -0.2215
H -1.3884 8.2681 -1.8966
H -2.1940 5.9236 -1.8044
H -4.4322 7.5992 -0.3796
H -4.4935 6.3575 -1.7003
H -3.9310 7.9024 -1.8631
H -1.4314 5.7086 0.2907
H -2.6012 6.5935 0.8822
C 1.0678 6.5801 -2.9342
O 2.3272 7.1294 -3.3678
C 2.5103 8.4101 -2.9459
C 3.7515 8.9740 -3.5265
C 3.9585 10.4178 -3.3499
N 3.9679 8.5824 -4.8980
H 0.1567 7.1311 -3.1674
H 1.2991 6.3891 -1.8863
H 0.9150 5.5985 -3.3829
H 1.6488 9.0245 -3.2075
H 2.7277 8.3832 -1.8781
H 4.5832 8.5493 -2.9644
H 4.7577 10.8294 -3.9662
H 4.0226 10.6542 -2.2878
H 3.0659 10.9323 -3.7060
H 3.6531 7.6243 -4.8431
H 3.2494 8.9780 -5.4873
C 1.8192 2.2288 6.0298
O 1.2741 2.5217 4.8003
C 0.5359 3.6869 4.7057
C 0.0490 4.0007 3.2188
C -0.4988 5.3861 2.9019
N -0.9187 3.0218 2.8418
H 1.0019 1.8964 6.6698
H 2.1917 3.1500 6.4777
H 2.5936 1.4666 5.9433
H -0.3267 3.6257 5.3692
H 0.9958 4.5380 5.2079
H 0.9081 3.8400 2.5674
H -0.4674 5.3826 1.8123
H 0.0376 6.2095 3.3734
H -1.5616 5.4562 3.1337
H -1.5581 2.8256 3.5987
H -0.4794 2.1145 2.7795
C -4.5328 3.4449 -1.5992
O -4.6216 4.2114 -0.4979
H -3.5666 3.4545 -2.1036
H -4.7164 2.3901 -1.3949
H -5.2270 3.8541 -2.3332
H -3.7248 4.3992 -0.2113
C -4.3286 2.1847 2.0595
O -3.9825 0.9144 2.7432
H -4.4816 1.9962 0.9969
H -5.2746 2.5948 2.4129
H -3.5530 2.9353 2.2113
H -3.2186 0.6088 2.2485
C -1.6800 5.3918 -5.2399
O -1.7625 4.8360 -6.5692
H -0.6934 5.8441 -5.1392
H -2.4395 6.1403 -5.0142
H -1.8915 4.5551 -4.5742
H -1.3209 3.9931 -6.6959
```

=====

(5)
C2H6NO | wB97M-V/def2-TZVPD

Summary:
HOMO ... -2.12 eV
Net charge ... -1
ΔE to the lowest compared entry with this formula, charge and spin ... 0.273 eV
Gap between HOMO and LUMO ... 6.87 eV
Energy ... -209.76748 hartree
Molecular weight ... 60.08 g/mol
LUMO energy ... 4.8 eV
Structure (SMILES) ... NCC[O-]

Structure (XYZ):
```
10
C2H6NO | OMol25 | wB97M-V/def2-TZVPD
N -0.9964 -1.5289 0.0469
C 0.2406 -0.6616 0.1066
C -0.0593 0.8185 -0.1841
O 1.0208 1.6019 -0.0679
H -0.9489 -2.1718 0.8279
H -1.8033 -0.9675 0.2809
H 0.9041 -1.0812 -0.6428
H 0.6501 -0.6845 1.1194
H -0.9190 1.0594 0.5188
H -0.5406 0.8188 -1.2021
```

=====

(6)
C13H18AlF5N2 | wB97M-V/def2-TZVPD

Summary:
HOMO ... -10.56 eV
Net charge ... 0
ΔE to the lowest compared entry with this formula, charge and spin ... 0.000 eV
Gap between HOMO and LUMO ... 8.20 eV
Energy ... -1357.58288 hartree
Molecular weight ... 324.27 g/mol
LUMO energy ... -2.4 eV

Structure (XYZ):
```
39
C13H18AlF5N2 | OMol25 | wB97M-V/def2-TZVPD
C -0.0398 -1.7058 3.2070
C 0.5148 -1.3204 2.2245
N 1.1492 -0.8346 1.1036
N 1.6759 -1.8000 0.3344
C 2.2695 -1.3646 -0.7328
C 2.3572 -0.0172 -1.0994
F 2.9754 0.2536 -2.2227
C 1.8116 0.9726 -0.3071
C 1.8724 2.4238 -0.6876
C 1.5490 2.6689 -2.1910
C 1.1948 0.4877 0.8676
C 0.5581 1.4008 1.8656
C -0.9876 1.4503 1.7581
C -1.5519 1.2833 0.3246
C -2.2578 -0.0746 0.1364
C -3.7097 0.0106 0.6354
H -0.4692 -2.2281 4.0309
H 2.7074 -2.1192 -1.3798
H 2.8675 2.8233 -0.4798
H 1.1610 3.0167 -0.1227
H 1.1485 3.6769 -2.2756
H 2.4232 2.5678 -2.8229
H 0.7695 1.9762 -2.5079
H 0.8643 1.1307 2.8778
H 0.9367 2.4060 1.7121
H -1.2917 2.4276 2.1359
H -1.4571 0.7237 2.4184
H -0.8034 1.4710 -0.4475
H -2.3113 2.0577 0.1974
H -2.2261 -0.4321 -0.8918
H -1.7580 -0.8254 0.7557
H -3.7135 0.2161 1.7072
H -4.2672 -0.8970 0.4177
H -4.2019 0.8457 0.1324
F -1.4693 -3.7914 -2.2203
Al 0.0208 -4.5989 -2.1474
F 0.0511 -5.9151 -3.1983
F 0.3020 -5.1026 -0.5521
F 1.2562 -3.4674 -2.5469
```

=====

(7)
C2H5NO | wB97M-V/def2-TZVPD

Summary:
HOMO ... -10.06 eV
Net charge ... 0
ΔE to the lowest compared entry with this formula, charge and spin ... 4.942 eV
Gap between HOMO and LUMO ... 8.94 eV
Energy ... -209.04069 hartree
Molecular weight ... 59.07 g/mol
LUMO energy ... -1.1 eV

Structure (XYZ):
```
9
C2H5NO | OMol25 | wB97M-V/def2-TZVPD
C -1.1081 0.1564 -0.1628
C 0.3868 0.5375 -0.1537
H -1.3110 -0.9061 -0.5889
H -1.6628 1.0497 -0.6794
H -1.2948 0.0859 0.9586
H 0.7286 -1.5085 0.8469
H 2.2817 -0.6182 0.2637
N 1.1960 -0.5054 -0.4090
O 0.7835 1.7086 -0.0752
```

=====

> Which of these has the highest molecular weight?

C54H135N9O12

=====

> Number 7 is which compound?

C2H5NO